Record 1
Entry from the OMol25 dataset: a molecular structure, C27H34N3O7S3SiV (ωB97M-V/def2-TZVPD).

Geometry (Å):
O1 -0.7128 2.2572 0.5684
H1 -1.5270 -1.4967 2.4997
H2 -1.2300 -3.5281 -3.3354
O2 2.0182 -0.1994 1.6584
C1 -2.4625 -2.6512 0.0651
H3 -2.3551 0.0380 2.1982
H4 1.0488 -2.6173 -3.6867
H5 -2.8723 -0.4391 -1.4242
H6 0.2847 4.9034 -2.0964
H7 -2.5951 0.7860 -0.1850
H8 -1.6344 -3.0529 -4.9920
H9 0.6603 -3.2528 1.4603
C2 -1.1959 2.1787 4.1425
H10 1.3699 -6.0076 0.0245
H11 -1.9676 2.9020 4.3487
O3 -0.7206 -0.9362 0.1733
H12 1.2867 -0.8969 -3.9855
N1 -0.0891 8.2612 -1.6379
H13 -2.4200 3.8304 0.7750
C3 1.3466 3.8310 -0.5817
C4 -0.5808 1.4406 5.1434
H14 -3.2746 -1.4683 2.2303
C5 2.1398 7.6110 1.1153
C6 0.7026 -5.2875 -0.4393
H15 0.4800 -5.6125 -1.4517
C7 -1.3505 -0.2893 -4.5389
H16 2.4475 -1.1793 4.5048
C8 0.4612 7.3658 -1.1794
C9 2.6539 -3.9395 -1.2761
H17 -2.6544 -2.5266 -3.6477
H18 0.6935 -1.9449 -5.2875
H19 2.1485 -2.4578 0.9194
H20 -3.9962 -0.2928 -0.0533
O4 2.6559 -1.1920 3.5627
H21 -0.7293 0.5845 -4.3689
C10 2.0522 3.9388 0.6358
C11 0.6621 -1.7543 -4.2195
H22 2.2014 -4.1250 1.5037
C12 0.4256 0.5423 4.8089
Si1 0.1199 -1.4662 -1.1362
H23 2.9251 5.2608 2.0702
O5 -2.2373 3.5089 1.6717
S1 1.0759 2.2745 -1.3082
O6 0.4358 -3.0529 -1.1536
C13 -2.9567 -0.2258 -0.3622
H24 0.9388 -0.0179 5.5761
H25 -2.2094 -2.8551 -0.9698
C14 -2.3291 -1.0177 1.9417
C15 1.3561 -3.9034 -0.4707
O7 -0.8131 -1.1323 -2.4006
C16 -1.2475 2.6106 1.6379
H26 -2.3548 -0.0738 -4.1857
N2 0.1916 1.1002 2.4777
C17 1.8453 -0.3671 2.8745
H27 -1.9218 -3.3508 0.6985
H28 -0.8692 1.5702 6.1754
C18 -0.7778 1.9850 2.8273
N3 2.3731 8.6384 1.5689
H29 2.4617 -4.3509 -2.2641
V1 0.8835 1.0413 0.7257
C19 2.3431 5.1921 1.1653
H30 3.3939 -4.5559 -0.7753
C20 -0.7689 -1.4809 -3.7793
C21 1.0785 6.2318 -0.6118
C22 -1.6315 -2.7306 -3.9554
H31 -0.2271 -5.2519 0.1227
C23 1.6097 -3.4026 0.9479
C24 0.7863 0.3913 3.4684
C25 0.8640 4.9854 -1.1882
H32 -1.3877 -0.4989 -5.6027
S2 2.5187 2.5051 1.4799
H33 3.0438 -2.9303 -1.3843
S3 1.8863 -0.2779 -1.0276
H34 -3.5295 -2.8073 0.2007
C26 -2.1032 -1.2120 0.4370
C27 1.8625 6.3437 0.5573

Cartesian forces, eV/Å:
-1.40 0.60 1.04
0.06 -0.09 0.08
0.03 -0.15 0.04
1.15 -1.82 2.27
0.26 0.23 0.07
-0.01 0.10 0.06
0.13 -0.19 0.01
-0.05 0.04 -0.05
-0.05 0.05 -0.05
-0.03 0.06 -0.03
-0.01 -0.07 -0.17
-0.12 -0.01 0.11
0.38 -0.13 -0.83
0.09 -0.13 0.07
-0.09 0.07 0.05
0.14 0.29 0.63
0.13 0.12 -0.05
-0.14 0.30 -0.16
0.15 -0.08 -0.04
-0.23 0.16 0.12
-0.13 0.02 0.31
-0.12 0.00 0.07
0.09 0.48 0.22
0.14 0.37 -0.04
-0.02 -0.06 -0.13
0.17 -0.27 0.24
-0.07 0.01 -0.02
-0.23 0.51 -0.27
-0.30 0.08 0.13
-0.14 0.02 0.03
0.05 -0.06 -0.16
0.02 0.01 0.01
-0.17 -0.02 0.03
-0.48 0.55 -0.75
0.09 0.16 0.01
-0.24 0.33 -0.23
-0.18 0.14 0.16
0.06 -0.11 0.07
0.30 -0.16 -1.01
1.83 0.65 -0.19
0.04 0.07 0.13
0.53 -0.55 0.27
0.54 0.21 0.06
-0.40 -0.29 -0.12
0.22 -0.13 0.13
0.00 -0.06 0.10
-0.04 -0.09 -0.17
0.15 -0.01 -0.41
0.17 -0.36 0.08
-0.45 0.14 -0.03
-0.74 0.77 -0.90
-0.15 0.02 0.04
-1.26 -0.17 1.97
1.09 -0.72 0.27
0.06 -0.13 0.05
-0.01 0.01 0.03
-0.36 0.27 1.04
0.07 0.27 0.16
0.01 -0.05 -0.12
1.19 1.03 -4.53
-0.12 0.07 -0.21
0.14 -0.11 0.07
-0.20 -0.15 -0.43
0.51 -0.74 0.36
0.17 0.26 0.06
-0.12 0.00 0.09
0.00 0.08 -0.24
-0.48 0.20 1.22
0.07 0.28 0.22
-0.01 -0.03 -0.20
0.11 -0.25 -0.09
0.09 0.08 0.01
-0.68 -1.21 -0.38
-0.11 0.00 0.03
-0.81 0.06 0.31
-0.27 -0.80 -0.50

Properties
- ⟨S²⟩: 2.07
- Highest occupied orbital energy (alpha / beta): -7.0673 / -7.5033 eV
- ΔE to the lowest compared entry with this formula, charge and spin: 50.6 kcal/mol
- Net charge: 0
- Spin multiplicity: 3

Record 2
Entry from the OMol25 dataset: a molecular structure, C5H11NPTi (ωB97M-V/def2-TZVPD).

Geometry (Å):
N1 1.8010 0.5146 0.7323
C1 -1.6945 -1.6773 1.0815
P1 0.8818 0.7053 -2.7380
H1 0.0330 -0.4831 -2.8646
C2 -1.9469 0.3670 2.1345
C3 -1.8366 0.6387 0.7331
C4 -1.5034 -0.9651 2.3128
H2 -1.8594 -0.8132 -1.0142
H3 1.0925 -0.1751 1.0180
H4 -1.7683 1.6232 0.2551
H5 2.6964 0.0243 0.6254
H6 -2.2160 1.0867 2.9135
H7 -1.3709 -1.4471 3.2911
H8 1.9736 0.4118 -3.6639
H9 -1.6145 -2.7603 0.9251
H10 1.8967 1.1605 1.5181
Ti1 1.1512 1.9649 -0.7749
H11 0.1559 1.5244 -3.6873
C5 -1.8023 -0.6777 0.0776

Cartesian forces, eV/Å:
0.37 0.07 0.39
1.46 1.20 -0.45
-0.32 -0.20 -1.76
0.86 0.74 0.00
2.35 0.45 -0.47
-0.52 -1.45 -0.38
-2.23 -0.86 0.71
0.02 -0.07 0.62
-0.19 0.16 -0.20
-0.83 -0.31 0.00
-0.47 0.21 0.13
0.57 -0.19 -0.21
-0.34 0.14 -0.40
-0.79 -0.28 0.40
0.02 0.59 0.08
0.11 -0.41 0.24
-0.77 -0.44 0.77
0.27 -0.41 0.43
0.42 1.05 0.12

Properties
- ⟨S²⟩: 0.78
- Highest occupied orbital energy (alpha / beta): -5.7979 / -5.8017 eV
- Net charge: 0
- Spin multiplicity: 2

Record 3
Entry from the OMol25 dataset: a molecular structure, C19H44N8O2PPtSi (ωB97M-V/def2-TZVPD).

Geometry (Å):
H1 -0.1503 2.8584 -6.4435
C1 -3.1964 -2.0150 2.6772
C2 1.4879 2.3951 -0.2845
C3 2.9629 2.4588 -2.2582
O1 0.9816 -1.8628 5.3674
C4 -1.5339 -3.8314 2.7610
C5 2.2543 0.6136 4.2042
H2 1.8819 0.3660 3.2121
H3 0.1452 -2.5973 -3.6748
Pt1 -0.7998 -1.4308 4.2750
H4 -5.3039 -3.3426 2.4690
C6 1.6690 -1.5364 -2.5144
C7 -0.7432 3.1015 -5.6000
H5 -2.9156 2.5030 -5.3964
C8 1.9961 -0.3421 -4.5793
N1 -1.3720 -5.0685 2.2762
H6 -2.0617 -5.4017 1.5993
H7 -5.1666 -0.2984 0.7663
H8 1.1300 3.1844 -4.5782
H9 -2.4055 1.7182 -3.2779
C9 1.8444 -1.8565 -4.9092
N2 -4.2557 -1.6322 1.9788
H10 2.2203 1.7278 4.2759
C10 -5.3837 -2.5149 1.7346
O2 -0.3309 0.3425 -1.5400
H11 -0.2054 3.9278 -3.6550
H12 1.4783 0.3649 -5.1909
C11 3.8696 2.5581 -1.0783
H13 3.3984 0.0136 6.7722
C12 1.2975 -2.4925 -3.5984
C13 -4.2899 -0.3266 1.4094
H14 -0.5628 -5.6676 2.4648
C14 2.3678 -0.0646 7.1155
N3 -2.5420 -1.1813 3.4428
H15 -0.8416 1.0953 4.7957
Si1 1.3255 -0.1858 5.5796
H16 -3.3704 -0.1787 0.8713
H17 0.2366 -3.7720 3.7538
H18 -1.1585 4.0869 -5.8364
H19 -0.9963 0.5460 6.5185
H20 2.2434 -0.8779 7.7992
H21 -3.1040 -0.3100 3.5701
C15 -1.6005 1.3966 -4.0135
H22 3.0560 -0.1221 -4.6813
H23 -1.8260 1.2760 -6.1281
H24 4.3087 1.5584 -0.9068
H25 -1.6915 0.3244 -4.0176
C16 -0.3037 0.9065 5.7147
H26 3.2851 0.3565 4.3186
N4 -2.8030 -3.2992 2.5175
N5 -0.2280 1.8168 -3.6290
C17 2.8894 2.8981 0.1134
H27 1.1202 -1.5453 -1.5824
H28 3.2934 1.7143 -3.0380
N6 1.4849 -0.2202 -3.1960
H29 -5.2881 -2.9093 0.7311
H30 1.8294 -3.4218 -3.4366
H31 4.6461 3.3848 -1.1620
H32 -6.3078 -1.9869 1.7912
H33 0.0561 1.9226 6.1141
H34 1.2848 1.4643 0.2320
C18 0.1088 3.1190 -4.3180
N7 -0.6745 -3.2825 3.5954
N8 1.5972 2.1298 -1.7635
H35 2.9125 3.9364 0.4299
H36 1.1597 -1.9735 -5.7383
H37 2.7269 -1.6391 -2.2635
P1 0.6036 0.9602 -2.4702
H38 0.7461 3.2059 -0.0354
H39 2.1275 0.8556 7.7008
H40 2.8310 -2.3348 -5.0805
C19 -1.8548 2.0611 -5.3538
H41 -3.2719 -3.8228 1.8149
H42 2.8736 3.4296 -2.7900
H43 -4.4385 0.3955 2.2198
H44 3.2463 2.3709 1.0366

Cartesian forces, eV/Å:
0.63 -0.53 -0.79
0.34 0.73 0.36
0.43 0.93 -0.74
-1.18 0.29 -1.98
-1.94 2.50 -1.57
1.55 -0.11 2.93
-0.34 0.99 -0.28
0.12 -0.16 -0.12
1.92 -0.12 0.30
2.70 0.86 2.59
-0.62 0.46 -0.45
0.49 1.74 -0.33
-0.85 0.42 0.95
1.63 -0.53 0.06
0.21 -0.66 1.11
-0.47 -0.99 -1.24
0.73 -0.15 0.43
0.23 0.28 -0.18
1.23 0.10 0.11
1.14 -0.04 -0.43
0.10 0.22 0.84
-0.98 -0.84 0.19
-0.15 -0.73 0.15
1.47 -1.28 0.09
-0.93 -0.61 1.58
0.29 0.18 -0.09
-0.58 0.16 -0.65
0.17 0.70 1.44
0.17 -0.10 0.27
-1.68 -0.36 -0.87
-0.65 0.74 0.64
-0.60 0.75 -0.10
-0.42 1.45 0.10
-1.82 1.72 -0.44
-0.18 0.18 -0.27
-0.78 -0.40 0.84
0.24 0.57 -0.36
-1.21 0.40 -0.33
0.05 -0.09 0.28
0.39 0.19 -0.76
0.02 -0.67 0.25
0.88 -0.93 -0.19
-0.29 0.98 1.30
0.28 0.38 0.37
-0.03 0.43 0.09
0.18 0.65 0.09
0.18 -0.51 -0.24
0.81 0.32 2.02
0.83 -0.33 -0.32
1.51 -0.85 0.11
-0.11 0.30 -0.98
1.07 -1.05 0.74
-0.38 -0.19 -0.06
-0.31 0.57 0.86
0.81 -0.56 -0.29
-0.27 -0.37 -0.38
-0.54 -0.58 0.00
-0.76 -1.37 -0.07
-0.61 0.35 0.39
-0.31 -1.25 -0.70
-0.47 0.02 0.11
-1.83 -1.14 0.78
-0.27 -3.17 -2.32
0.32 -0.68 0.64
-0.12 0.29 -0.53
0.11 -0.41 -0.25
0.21 -0.13 0.02
0.32 1.87 -0.89
0.38 -1.08 -0.37
0.27 -0.49 -0.49
-0.62 0.52 -0.44
-1.53 -0.09 -1.01
-0.63 -0.05 -0.49
0.29 -0.34 0.22
0.07 0.44 -0.47
-0.33 0.24 -0.74

Properties
- ⟨S²⟩: 2.01
- Highest occupied orbital energy (alpha / beta): -9.9575 / -10.0109 eV
- ΔE to the lowest compared entry with this formula, charge and spin: 0.0 kcal/mol
- Net charge: +1
- Spin multiplicity: 3

no.,maximum force (eV Å⁻¹)
1,4.80
2,2.49
3,3.93